A cluster of 2 separate species, C5H11N2O2S in total. Source: the OMol25 dataset; level of theory: ωB97M-V with the def2-TZVPD basis set.

The calculation puts the relative energy (zero: lowest compared OMol25 entry of this formula, charge and spin) at 144.2 kcal/mol. Its total charge is +1. The multiplicity is 1. The calculation puts the HOMO-LUMO gap (alpha / beta) at 8.1 / 8.7 eV.

Structure (XYZ):
```
21
C5H11N2O2S, DFT ωB97M-V with the def2-TZVPD basis set
S 3.48 -0.66 0.09
O 2.33 -1.50 -0.18
O 3.44 0.90 -0.70
N -0.94 -1.08 -0.25
N 0.38 1.47 0.32
C 2.81 0.95 0.52
C 0.16 1.13 -1.07
C 0.08 -0.40 -1.24
C -0.37 -0.89 1.05
C -0.18 0.62 1.28
H -1.13 1.16 1.66
H -0.37 -0.56 -2.22
H 0.40 0.74 2.31
H 0.92 1.42 -1.73
H -1.84 -0.54 -0.40
H -0.85 1.49 -1.31
H -1.11 -2.10 -0.67
H 1.06 -0.83 -1.18
H 0.74 -1.30 0.84
H 2.95 1.84 1.28
H -0.72 -1.35 1.94
```

Atom charges from the Mulliken analysis, given in e for atoms 1 to 4: atom 1 (S): 0.437, atom 2 (O): -0.588, atom 3 (O): -0.301, atom 4 (N): -0.225

A structure of composition C21H15Cl2FeO4PPm. Source: the OMol25 dataset; level of theory: ωB97M-V with the def2-TZVPD basis set.

Its total charge is +4. The multiplicity is 10. The calculation puts the HOMO-LUMO gap (alpha / beta) at 6.9 / 2.8 eV.

Structure (XYZ):
```
45
C21H15Cl2FeO4PPm, DFT ωB97M-V with the def2-TZVPD basis set
Pm -0.69 0.33 -2.73
Fe -0.04 -1.57 -6.10
Cl -2.47 2.00 -3.15
Cl -1.24 -2.39 -4.43
P -0.15 -0.28 0.59
O -0.33 -0.71 -0.87
O 1.34 -2.51 -8.43
O 1.98 2.74 -2.89
O 0.46 1.25 -6.19
C 1.67 1.62 1.53
C 2.57 -0.20 0.19
C -2.42 3.06 0.36
C 1.47 0.44 0.80
C 2.94 2.19 1.61
C -0.27 -2.64 3.89
C -1.33 2.19 0.29
C 0.92 -1.83 -7.59
C -0.19 -1.53 3.03
C 0.17 0.22 -5.69
C -3.55 2.72 1.10
C -0.31 -1.70 1.64
C 3.84 0.37 0.28
C -2.56 0.59 1.66
C -1.40 0.94 0.94
C -3.61 1.50 1.76
C 1.16 1.92 -2.92
C -0.51 -2.99 1.11
C -0.59 -4.09 1.96
C -0.47 -3.92 3.35
C 4.02 1.57 0.98
H 5.02 2.02 1.04
H 3.07 3.12 2.17
H -0.60 -3.12 0.03
H -2.37 4.01 -0.19
H -0.54 -4.78 4.02
H -0.18 -2.49 4.96
H -4.50 1.23 2.35
H -0.43 2.48 -0.26
H -0.02 -0.53 3.45
H 0.82 2.10 2.03
H -4.39 3.43 1.15
H -0.74 -5.09 1.55
H -2.62 -0.39 2.14
H 4.68 -0.12 -0.19
H 2.41 -1.13 -0.36
```

Atom charges from the Mulliken analysis, given in e for atoms 1 to 4: atom 1 (Pm): 1.456, atom 2 (Fe): 0.214, atom 3 (Cl): -0.317, atom 4 (Cl): -0.477

A structure of composition C16H22N2O4S. Source: the OMol25 dataset; level of theory: ωB97M-V with the def2-TZVPD basis set.

The calculation puts the relative energy (zero: lowest compared OMol25 entry of this formula, charge and spin) at 342.3 kcal/mol. The multiplicity is 1. The calculation puts the HOMO-LUMO gap at 7.7 eV.

Structure (XYZ):
```
45
C16H22N2O4S, DFT ωB97M-V with the def2-TZVPD basis set
S 4.48 -1.88 0.26
O -0.61 0.15 4.52
O 0.49 -3.11 -0.35
O 3.02 2.19 -2.89
O -0.76 1.56 0.32
N 3.88 -1.47 -1.26
N 3.39 -1.13 1.29
C 2.14 -0.25 -3.48
C -0.42 0.58 3.12
C 0.71 0.59 -1.49
C -5.38 -0.42 1.30
C 1.86 -0.13 -1.96
C 2.41 -0.50 0.54
C 1.14 0.46 2.57
C -4.46 0.41 0.30
C 3.07 1.11 -3.85
C -1.13 -0.88 3.41
C 4.38 1.33 -2.84
C 1.22 0.31 1.05
C 0.37 0.82 -0.01
C -1.95 0.86 -0.16
C -3.00 0.54 0.98
C 2.77 -0.75 -0.92
H -0.53 -1.67 3.94
H 2.76 -1.13 -3.78
H -4.30 -0.19 -0.64
H 1.69 1.32 3.04
H -4.80 1.46 0.13
H 1.15 -2.54 -0.77
H -2.76 -0.49 1.35
H -4.80 -0.92 2.12
H -5.95 -1.18 0.69
H 5.01 1.42 -3.81
H 3.22 1.35 -4.98
H -6.14 0.28 1.76
H 0.76 -4.00 -0.59
H -1.69 -0.14 -0.63
H 0.03 1.04 -2.26
H 4.81 2.28 -2.43
H 1.25 -0.10 -4.14
H -2.13 -0.88 3.95
H -1.09 1.42 2.71
H -2.49 1.49 -0.93
H 1.41 -0.53 3.04
H -3.05 1.31 1.79
```

Atom charges from the Mulliken analysis, given in e for atoms 1 to 4: atom 1 (S): 0.084, atom 2 (O): -0.521, atom 3 (O): -0.636, atom 4 (O): -0.360

A cluster of 2 separate species, C6H11ClO in total. Source: the OMol25 dataset; level of theory: ωB97M-V with the def2-TZVPD basis set.

The calculation puts the relative energy (zero: lowest compared OMol25 entry of this formula, charge and spin) at 114.0 kcal/mol. The multiplicity is 1. The calculation puts the HOMO-LUMO gap at 9.4 eV.

Structure (XYZ):
```
19
C6H11ClO, DFT ωB97M-V with the def2-TZVPD basis set
Cl -1.87 1.57 -0.03
O -2.21 -0.83 -0.41
C -1.89 0.21 -1.03
C 1.81 2.18 0.01
C 1.34 0.75 0.26
C 1.43 -0.15 -0.71
C 0.98 -1.53 -0.63
C -2.57 -1.03 0.98
H 1.83 -0.01 -1.62
H 0.53 -2.04 -1.40
H -3.45 -1.82 0.93
H 1.21 2.73 0.76
H -2.95 -0.05 1.36
H 1.63 2.50 -1.12
H 2.80 2.19 0.31
H -1.70 -1.38 1.42
H 1.80 -2.09 -0.51
H 0.89 0.38 1.23
H 0.41 -1.59 0.21
```

Atom charges from the Mulliken analysis, given in e for atoms 1 to 4: atom 1 (Cl): -0.161, atom 2 (O): -0.051, atom 3 (C): 0.016, atom 4 (C): -1.121

An isolated molecule of C2H8N2S. Source: the OMol25 dataset; level of theory: ωB97M-V with the def2-TZVPD basis set.

The calculation puts the relative energy (zero: lowest compared OMol25 entry of this formula, charge and spin) at 70.0 kcal/mol. Its SMILES is CNN(C)S. The multiplicity is 1. The calculation puts the HOMO-LUMO gap at 9.7 eV.

Structure (XYZ):
```
13
C2H8N2S, DFT ωB97M-V with the def2-TZVPD basis set
S -1.75 -0.88 -0.09
N 0.85 0.00 -0.44
N -0.63 0.32 0.37
C -0.98 1.65 -0.02
C 1.44 -1.18 0.04
H 2.40 -1.37 -0.30
H 0.98 -2.07 -0.14
H -0.32 2.45 0.59
H 0.74 -0.06 -1.41
H 1.56 -1.15 1.09
H -1.59 -1.36 1.13
H -1.94 1.75 0.25
H -0.78 1.88 -1.05
```

Atom charges from the Mulliken analysis, given in e for atoms 1 to 4: atom 1 (S): -0.160, atom 2 (N): -0.367, atom 3 (N): -0.183, atom 4 (C): -0.778

The ion C9H16NO with charge +1. Source: the OMol25 dataset; level of theory: ωB97M-V with the def2-TZVPD basis set.

The calculation puts the relative energy (zero: lowest compared OMol25 entry of this formula, charge and spin) at 0.0 kcal/mol. Its total charge is +1. The multiplicity is 3. The calculation puts the HOMO-LUMO gap (alpha / beta) at 6.5 / 8.1 eV.

Structure (XYZ):
```
27
C9H16NO, DFT ωB97M-V with the def2-TZVPD basis set
O -1.60 -1.52 0.75
N 1.81 0.33 0.20
C 1.87 -0.94 -0.79
C -0.27 0.95 -0.93
C 2.86 -1.73 -0.54
C 1.23 1.36 -0.67
C -2.88 -0.55 -0.93
C 0.89 -0.05 1.38
C -0.21 0.91 1.58
C -1.14 0.90 0.34
C -1.93 -0.40 0.09
H -0.77 0.61 2.40
H 2.95 -2.65 -1.16
H 1.82 1.36 -1.57
H 0.02 2.02 1.88
H 3.73 -1.58 0.09
H -2.72 0.14 -1.83
H 2.49 0.83 0.65
H -3.76 -0.20 -0.52
H -1.94 1.58 0.33
H -2.12 -2.38 0.54
H -0.67 1.60 -1.71
H -3.00 -1.62 -1.30
H 1.55 -0.20 2.21
H 0.50 -1.10 1.24
H -0.09 0.01 -1.48
H 1.38 2.32 -0.25
```

Atom charges from the Mulliken analysis, given in e for atoms 1 to 4: atom 1 (O): -0.502, atom 2 (N): 0.157, atom 3 (C): 0.064, atom 4 (C): -0.779

An isolated molecule of C2H3N3O2. Source: the OMol25 dataset; level of theory: ωB97M-V with the def2-TZVPD basis set.

The calculation puts the relative energy (zero: lowest compared OMol25 entry of this formula, charge and spin) at 146.4 kcal/mol. Its SMILES is [H]/N=c1\ncn(O)o1. The multiplicity is 1. The calculation puts the HOMO-LUMO gap at 9.7 eV.

Structure (XYZ):
```
10
C2H3N3O2, DFT ωB97M-V with the def2-TZVPD basis set
O -0.03 -1.14 0.06
O 2.17 -0.72 -0.38
N 1.12 -0.24 0.33
N -2.45 -0.74 -0.08
N -0.68 1.03 -0.13
C 0.50 1.04 0.07
C -1.28 -0.33 -0.07
H -3.40 -0.16 -0.01
H 2.94 -0.69 0.49
H 1.13 1.96 -0.27
```

Atom charges from the Mulliken analysis, given in e for atoms 1 to 4: atom 1 (O): -0.350, atom 2 (O): -0.437, atom 3 (N): 0.137, atom 4 (N): -0.553

An isolated molecule of C2H3N3S. Source: the OMol25 dataset; level of theory: ωB97M-V with the def2-TZVPD basis set.

The calculation puts the relative energy (zero: lowest compared OMol25 entry of this formula, charge and spin) at 14.9 kcal/mol. Its SMILES is S=c1nc[nH][nH]1. The multiplicity is 1. The calculation puts the HOMO-LUMO gap at 8.7 eV.

Structure (XYZ):
```
9
C2H3N3S, DFT ωB97M-V with the def2-TZVPD basis set
S -1.39 2.40 -0.50
N -0.72 0.05 0.64
N 0.72 0.71 -0.95
N 0.13 -1.00 0.36
C 1.03 -0.47 -0.52
C -0.45 1.07 -0.28
H -1.65 -0.17 0.87
H 1.89 -1.05 -0.82
H 0.44 -1.54 1.18
```

Atom charges from the Mulliken analysis, given in e for atoms 1 to 4: atom 1 (S): -0.372, atom 2 (N): -0.119, atom 3 (N): -0.422, atom 4 (N): -0.229